C3H4S2 in the gas phase in a non-equilibrium geometry, computed with ωB97M-V with the def2-TZVPD basis set.

The geometry in XYZ format:
```
9
Properties=species:S:1:pos:R:3:forces:R:3:mulliken_charge:R:1
S -1.70748 -0.41456 -1.54906 -0.715 -0.674 -0.349 -0.240
C -0.31009 -0.12467 -0.84412 -0.207 2.956 -1.559 -0.358
C 0.11952 -0.50204 0.45005 2.081 -0.051 2.680 -0.047
C 1.60945 -0.47344 0.57901 0.618 -1.112 2.521 -0.586
S 0.91151 0.94265 1.42923 -0.596 -0.256 -1.034 -0.084
H 0.31728 0.72072 -1.31212 -0.400 -1.579 0.639 0.237
H -0.41485 -1.11878 1.15572 -0.397 -0.185 -0.467 0.471
H 2.08696 -0.36607 -0.33983 0.977 0.655 -1.351 0.306
H 2.23275 -1.08444 1.30393 -1.361 0.246 -1.079 0.301
```
Positions in Å, forces in eV/Å.

Kohn-Sham gap = 8.20 eV
net charge = 0
DFT total energy = -913.01841 a.u.
SMILES = S=C[C@H]1CS1


C5H6O in the gas phase in a non-equilibrium geometry, computed with ωB97M-V with the def2-TZVPD basis set.

The geometry in XYZ format:
```
12
Properties=species:S:1:pos:R:3:forces:R:3:mulliken_charge:R:1
C -1.80596 -0.03573 -0.00233 0.044 -0.048 -0.102 -1.042
C -0.30411 0.03032 0.01905 0.136 0.255 -0.293 0.664
C 0.64251 -1.06727 0.28287 0.646 0.420 -0.691 -0.537
C 1.84975 -0.41157 0.30286 0.423 0.562 0.395 -0.074
O 1.78509 0.89503 0.02762 0.088 0.275 0.588 -0.342
C 0.44170 1.14534 -0.12360 -0.351 0.134 0.112 -0.476
H -2.24566 0.93797 -0.24760 0.130 -0.170 0.016 0.309
H -2.20462 -0.34152 0.97370 0.199 0.039 -0.184 0.270
H -2.16147 -0.76676 -0.73437 0.061 0.057 0.058 0.261
H 1.19379 -1.52387 -0.60889 -1.329 -1.746 0.254 0.128
H 2.82883 -0.84398 0.46578 0.049 0.227 -0.317 0.423
H 0.21062 2.17134 -0.36022 -0.097 -0.006 0.164 0.416
```
Positions in Å, forces in eV/Å.

Kohn-Sham gap = 9.89 eV
net charge = 0
DFT total energy = -269.24920 a.u.
SMILES = Cc1ccoc1


A molecular structure, C35H50N9PReS in a non-equilibrium geometry, computed with ωB97M-V with the def2-TZVPD basis set.

The geometry in XYZ format:
```
97
Properties=species:S:1:pos:R:3:forces:R:3:mulliken_charge:R:1
Re -0.13583 -0.31479 0.08400 2.108 -1.546 -3.477 0.464
N -3.24447 -8.81566 5.35070 -0.184 -0.709 0.181 -0.370
C -2.94337 -7.73016 5.16365 0.059 0.045 0.086 -0.106
C -2.58582 -6.39521 4.84235 0.122 0.641 -0.127 0.486
C -3.57658 -5.52811 4.37835 0.203 0.038 0.044 -0.981
C -3.22631 -4.26795 3.93840 0.238 0.191 -0.084 -0.311
C -1.88970 -3.87806 3.95695 -0.275 -1.092 0.439 0.413
C -0.90899 -4.71160 4.48224 -0.088 0.266 -0.113 -0.294
C -1.26007 -5.96892 4.93925 -0.219 -0.019 -0.114 -0.718
N -1.54599 -2.64038 3.35245 0.587 0.518 -0.705 0.307
C -2.21314 -1.45635 3.49378 -0.063 0.811 -0.246 -0.549
C -1.66850 -0.58718 2.59909 -0.979 0.144 0.697 -0.699
N -0.66886 -1.22822 1.91008 0.198 0.349 -0.763 -0.301
C -0.62475 -2.46718 2.40192 0.461 -0.442 -0.054 -0.165
H -4.60700 -5.84598 4.34206 -0.047 -0.077 0.003 0.474
H -3.97957 -3.60318 3.54535 -0.122 0.067 -0.067 0.492
H 0.11685 -4.38329 4.54045 0.145 0.061 0.029 0.538
H -0.51172 -6.62431 5.35675 0.049 -0.074 -0.013 0.493
H -2.98968 -1.30625 4.21489 -0.144 -0.046 0.199 0.600
H -1.92065 0.44847 2.44782 -0.005 0.053 -0.011 0.541
H 0.06331 -3.22187 2.07672 0.020 -0.266 -0.064 0.531
N -0.95191 -0.54779 -1.57172 1.560 0.864 3.672 -0.367
P -1.80965 -1.31812 -2.69333 -1.276 -1.452 -1.491 -0.936
N -1.21458 -1.06212 -4.20550 -0.199 0.114 1.383 1.524
C -0.78468 0.31384 -4.46866 0.165 0.562 -0.060 -0.677
C -0.04829 0.38331 -5.80863 0.185 -0.129 0.110 -0.975
C 0.78011 -0.88590 -5.99653 -0.174 0.153 -0.170 -0.149
C -0.15223 -2.09206 -6.16107 -0.034 0.056 0.165 -0.954
C -1.46818 -1.85739 -5.40181 0.111 -0.457 -0.445 -1.169
N -3.38998 -0.84895 -2.58831 1.626 0.079 0.279 0.413
C -4.33103 -1.10477 -3.67200 -0.271 -0.545 -0.393 -0.598
C -5.38665 -2.11283 -3.22211 -0.061 0.331 -0.050 -0.516
C -6.11793 -1.57589 -1.99694 0.106 -0.290 0.126 -0.932
C -5.12730 -1.23201 -0.88674 -0.026 0.248 -0.141 -0.211
C -4.03415 -0.29639 -1.41170 -0.204 -0.140 0.709 -0.344
N -1.58803 -2.96472 -2.38140 -0.440 1.457 -0.382 0.728
C -0.35721 -3.55089 -2.90957 0.709 -0.222 -0.355 0.411
C 0.26177 -4.56042 -1.95544 -0.265 -0.180 -0.144 -0.725
C -0.79729 -5.57797 -1.54026 0.239 0.064 0.075 -0.902
C -1.99023 -4.87297 -0.87601 0.019 0.029 -0.010 -0.706
C -1.90831 -3.35616 -1.03402 -0.319 -0.090 0.435 0.326
H -0.11106 0.59723 -3.64652 -0.067 0.110 -0.256 0.300
H -1.63887 1.00481 -4.46932 0.038 -0.040 0.039 0.215
H 0.58645 1.26972 -5.82400 -0.083 0.027 -0.005 0.453
H -0.75875 0.47900 -6.63192 0.015 0.068 0.019 0.376
H 1.42053 -1.02304 -5.12051 0.104 0.009 -0.011 -0.152
H 1.41816 -0.78805 -6.87380 0.103 -0.035 0.101 0.445
H 0.34916 -2.99233 -5.80784 -0.055 -0.087 -0.033 0.212
H -0.38827 -2.23856 -7.21402 -0.022 -0.071 -0.028 0.478
H -1.93419 -2.80184 -5.11809 -0.071 0.067 -0.084 0.520
H -2.15885 -1.31233 -6.05608 -0.081 -0.122 0.177 0.662
H -3.79152 -1.48480 -4.53758 -0.071 0.128 -0.047 0.086
H -4.82074 -0.16106 -3.93831 0.146 -0.015 -0.051 0.489
H -4.90731 -3.06769 -2.99560 0.034 -0.064 -0.028 0.239
H -6.09123 -2.27025 -4.03718 -0.002 -0.094 -0.052 0.378
H -6.82463 -2.32110 -1.63135 -0.098 0.097 -0.033 0.393
H -6.68370 -0.68480 -2.27334 -0.079 0.040 0.005 0.333
H -4.67946 -2.15267 -0.50146 -0.025 0.030 0.049 0.021
H -5.64544 -0.73924 -0.06376 0.016 -0.029 0.090 0.475
H -3.27228 -0.11633 -0.64589 -0.167 0.104 -0.068 -0.227
H -4.49070 0.66211 -1.68550 0.112 -0.001 0.019 0.527
H 0.35628 -2.74780 -3.12229 0.029 -0.161 -0.157 -0.186
H -0.60702 -4.04794 -3.85008 0.186 0.002 -0.004 0.106
H 0.67032 -4.05087 -1.08202 0.143 0.020 0.110 0.163
H 1.09028 -5.05538 -2.46159 0.035 0.050 0.013 0.495
H -0.36492 -6.31162 -0.86300 -0.016 -0.086 -0.043 0.443
H -1.13031 -6.11522 -2.42719 0.018 -0.058 -0.031 0.304
H -2.02128 -5.10289 0.19091 -0.111 0.021 0.003 0.413
H -2.91771 -5.23435 -1.32026 -0.077 0.091 0.109 0.383
H -1.12254 -2.95126 -0.34690 -0.200 -0.043 0.013 0.123
H -2.86109 -2.89189 -0.76904 0.122 -0.028 0.169 -1.146
C 2.53067 2.68626 0.07149 0.308 -0.516 0.426 -0.410
N 1.51377 3.47067 -0.59176 -0.349 0.451 -0.397 -0.183
C 0.20921 3.31852 -0.48348 0.416 0.283 -0.625 0.676
S -0.51809 2.04314 0.44978 -0.174 -1.206 0.471 -0.469
N -0.63614 4.15487 -1.06709 -0.113 -0.321 0.307 -0.143
C -0.25626 5.28795 -1.88847 0.306 0.385 -0.213 -1.072
H 3.48108 2.86638 -0.42372 -0.032 -0.006 -0.026 0.398
H 2.28983 1.61965 0.01113 0.122 0.356 -0.015 -0.219
H 2.62359 2.97964 1.12060 -0.024 -0.052 -0.091 0.333
H 1.84459 4.28013 -1.10489 -0.105 -0.049 0.019 0.279
H -1.62444 4.01675 -0.90575 0.131 -0.190 0.029 0.278
H 0.30566 6.03228 -1.32149 -0.010 -0.024 0.077 0.383
H -1.15473 5.76575 -2.26721 -0.013 -0.048 0.045 0.355
H 0.33911 4.96046 -2.74236 -0.004 -0.033 -0.012 0.373
C 1.65181 -0.85417 -0.17326 -3.794 1.871 1.463 -0.394
C 2.91359 -1.16159 -0.64403 0.775 -0.381 -1.000 1.233
C 4.10109 -1.11470 0.13160 -0.405 0.040 0.215 -0.265
C 5.33038 -1.30155 -0.46341 0.019 0.043 0.076 -0.742
C 5.42684 -1.56408 -1.82662 -0.335 0.059 0.082 -0.422
C 4.27072 -1.65177 -2.59969 -0.023 -0.067 -0.175 -0.699
C 3.03591 -1.45231 -2.03202 -0.182 0.231 0.315 0.420
H 4.02892 -0.90893 1.18782 0.041 0.032 0.151 0.549
H 6.23055 -1.23093 0.12785 0.022 -0.023 0.108 0.454
H 6.39460 -1.68704 -2.29029 0.064 -0.053 0.003 0.461
H 4.34608 -1.86470 -3.65431 0.003 -0.026 -0.115 0.488
H 2.12659 -1.48028 -2.61175 -0.035 -0.049 -0.259 -0.066
```
Positions in Å, forces in eV/Å.

Kohn-Sham gap (spin up / spin down) = 5.55 / 5.55 eV
net charge = +3
DFT total energy = -2673.40943 a.u.


A molecular structure, C38H36ClN6O4SV in a non-equilibrium geometry, computed with ωB97M-V with the def2-TZVPD basis set.

The geometry in XYZ format:
```
87
Properties=species:S:1:pos:R:3:forces:R:3:mulliken_charge:R:1
V -0.40922 -0.46649 0.93113 2.522 -0.626 -3.662 -0.157
Cl -6.42122 -0.94099 4.46333 -0.190 0.046 0.067 -0.220
C -4.88492 -1.11499 3.69253 0.035 0.365 0.048 0.137
C -4.50062 -2.37529 3.22833 0.423 0.204 -0.155 -0.809
C -3.26472 -2.53089 2.64933 0.075 -0.067 0.012 -0.526
C -2.38882 -1.44499 2.47543 -1.336 0.703 0.862 0.720
O -1.23032 -1.63269 1.92623 -0.451 -2.497 1.766 -0.291
C -2.81132 -0.14919 2.92433 -0.095 -0.874 -0.204 -0.286
C -1.93202 0.96051 2.83693 0.554 -0.105 -0.002 0.246
N -0.80092 0.86811 2.18553 -1.982 1.536 1.928 0.520
C 0.25658 1.72651 2.39063 1.012 1.592 0.660 -0.200
C 0.20468 3.04571 2.81313 -0.271 -1.018 -0.412 -0.477
C 1.38508 3.72761 3.11273 0.560 0.063 0.076 -0.986
C 2.61218 3.11701 3.01533 -0.282 0.226 0.055 -0.836
C 2.71048 1.77411 2.59933 -0.385 -0.206 -0.196 0.817
C 3.91838 1.04461 2.55303 -0.318 -0.437 -0.179 -0.881
C 3.87048 -0.29679 2.24693 0.177 0.419 0.254 -0.773
C 2.64338 -0.89099 1.93253 -0.472 -0.076 0.097 -0.171
N 1.49858 -0.22289 1.88623 0.946 -0.337 0.099 0.839
C 1.51798 1.08381 2.25353 0.341 0.712 0.431 0.757
C -4.06322 -0.02289 3.55503 -0.083 -0.203 -0.042 -0.933
H -5.16632 -3.21759 3.32213 -0.099 -0.067 0.065 0.491
H -2.94572 -3.50099 2.30143 0.062 -0.063 -0.090 0.540
H -2.18442 1.85781 3.40063 0.155 -0.030 0.048 0.445
H -0.75032 3.54331 2.89633 -0.080 0.061 0.052 0.434
H 1.31698 4.74701 3.45863 0.056 0.126 -0.017 0.430
H 3.50928 3.65081 3.28663 0.117 0.067 -0.003 0.478
H 4.85498 1.53391 2.77523 0.079 0.038 0.039 0.496
H 4.76758 -0.89719 2.24893 0.010 -0.050 -0.050 0.476
H 2.59708 -1.94909 1.70863 -0.009 0.064 -0.142 0.286
H -4.38522 0.94421 3.91313 -0.035 0.070 0.047 0.470
C 0.50818 -3.32539 0.12063 0.093 -0.269 0.248 -1.287
N -0.28062 -2.25889 -0.48817 -0.037 -0.013 0.312 1.655
C 0.13598 -2.13969 -1.89487 0.338 0.086 -0.603 -1.258
C -1.70672 -2.50839 -0.52747 -0.698 0.149 -0.293 0.029
C -2.28912 -3.75269 -0.64387 0.028 -0.006 0.008 -0.475
C -3.64612 -3.86729 -0.92817 -0.020 0.001 -0.050 -1.138
C -4.37472 -2.72669 -1.21987 -0.032 -0.286 -0.019 -0.828
C -3.81562 -1.47249 -1.07507 0.425 0.221 0.147 -1.013
C -2.50022 -1.33689 -0.60777 -0.599 -1.360 -0.455 -0.030
N -1.87862 -0.19289 -0.20277 -0.213 0.622 -0.559 2.183
C -2.52452 1.02881 -0.12447 -0.503 1.091 -0.213 -0.452
C -3.83032 1.19051 0.34693 0.248 -0.079 -0.086 -0.935
C -4.38002 2.44891 0.51263 -0.023 0.122 -0.036 -1.218
C -3.64182 3.57561 0.20663 -0.074 0.009 0.025 -1.076
C -2.34172 3.43901 -0.25257 0.205 0.034 0.034 -0.207
C -1.76732 2.18701 -0.41137 -0.141 -0.278 -0.027 -0.531
N -0.42442 1.98291 -0.88547 -0.114 0.059 0.238 1.074
C 0.45638 3.13581 -0.72607 0.108 0.047 0.026 -1.272
C -0.47352 1.59571 -2.29747 -0.022 -0.178 -0.270 -1.273
H 0.45658 -4.25579 -0.45697 0.005 0.065 0.057 0.493
H 1.54928 -3.00419 0.13913 0.015 -0.032 -0.090 0.120
H 0.16098 -3.50579 1.13763 0.001 -0.039 -0.032 0.311
H -0.05202 -3.07819 -2.43247 -0.037 0.059 0.152 0.365
H -0.43222 -1.35699 -2.39437 0.024 0.027 0.090 0.255
H 1.19658 -1.90889 -1.94987 -0.043 -0.019 0.030 0.469
H -1.70032 -4.64949 -0.52767 0.115 -0.077 0.003 0.387
H -4.10642 -4.84349 -0.96657 -0.015 -0.045 -0.094 0.485
H -5.39512 -2.80659 -1.56217 -0.127 -0.040 0.022 0.447
H -4.39962 -0.59919 -1.31467 -0.055 0.086 0.055 0.710
H -4.39712 0.31781 0.63063 -0.063 -0.051 -0.002 0.766
H -5.38702 2.55321 0.88103 -0.191 -0.039 0.064 0.499
H -4.07612 4.55911 0.30423 -0.016 0.080 0.050 0.449
H -1.78232 4.33221 -0.48297 0.135 0.043 -0.068 0.449
H 0.22548 3.95111 -1.42667 0.001 -0.070 0.062 0.455
H 0.38818 3.51211 0.29383 0.038 0.034 -0.099 0.461
H 1.48338 2.81491 -0.91187 -0.009 0.041 -0.039 0.138
H -0.93442 2.37551 -2.92007 0.059 0.021 0.125 0.374
H 0.53658 1.42401 -2.66717 0.020 -0.013 -0.026 0.565
H -1.05992 0.68481 -2.40837 0.048 0.043 -0.012 0.071
N 2.44408 -0.25049 -0.99727 -0.483 -0.111 0.856 0.489
C 3.38138 -0.32499 -2.03267 0.456 -0.043 -0.800 0.878
C 4.71398 -0.62319 -1.74367 -0.200 0.069 -0.045 -0.635
C 5.64188 -0.68819 -2.76567 -0.384 -0.038 0.414 -0.992
C 5.23168 -0.46369 -4.05837 0.975 0.106 -1.297 -0.143
C 3.92118 -0.20699 -4.37607 -0.108 -0.095 0.255 -1.136
C 2.98708 -0.15029 -3.35657 -0.101 0.009 0.351 0.431
S 6.54478 -0.37089 -5.32677 -0.972 -0.025 1.134 1.256
O 5.82148 -0.22239 -6.57277 0.092 0.013 -0.330 -0.707
O 7.24748 -1.62759 -5.14347 0.310 -0.003 -0.234 -0.685
O 7.25088 0.81351 -4.86317 0.366 -0.002 -0.323 -0.675
H 2.86988 -0.00229 -0.11647 -0.099 0.278 -0.306 0.134
H 1.62638 0.31121 -1.20317 0.210 0.139 0.057 -1.107
H 5.01488 -0.78389 -0.71797 0.044 -0.017 0.228 0.433
H 6.68248 -0.89669 -2.58477 0.176 -0.032 0.108 0.363
H 3.64778 -0.04649 -5.40537 -0.001 0.027 -0.176 0.551
H 1.94868 0.04341 -3.58497 -0.192 0.050 -0.016 0.291
```
Positions in Å, forces in eV/Å.

Kohn-Sham gap (spin up / spin down) = 4.48 / 4.42 eV
net charge = 0
⟨S²⟩ = 2.02
DFT total energy = -3901.55211 a.u.
multiplicity = 3